Record 1
Below is a cluster of 2 separate species, C4H12O2 in total in a non-equilibrium geometry, with properties calculated with ωB97M-V/def2-TZVPD.

XYZ file:
```
18
Properties=species:S:1:pos:R:3:mulliken_charge:R:1
C 1.79 1.91 -1.68 -0.493
O 1.88 1.09 -2.81 -0.472
H 2.79 0.76 -2.79 0.318
H 2.23 2.90 -1.82 0.333
H 2.05 1.44 -0.72 0.179
H 0.71 1.89 -1.37 0.199
C -0.80 -0.73 0.37 0.645
C -0.19 -1.65 1.48 -1.179
C -2.28 -0.65 0.66 -1.293
O -0.36 0.54 0.74 -0.242
H -0.57 -0.97 -0.68 0.342
H 0.89 -1.89 1.28 0.369
H -2.94 -1.49 0.73 0.411
H -2.39 -0.33 1.73 0.355
H -2.70 0.22 0.15 0.346
H 0.62 0.68 0.73 0.383
H -0.65 -2.63 1.61 0.357
H -0.09 -1.08 2.38 0.442
```

Computed properties:
- Spin multiplicity: 2
- LUMO energy (alpha / beta): -3.565 / -10.242 eV
- Total energy: -8425.7132 eV
- Frontier orbital gap (alpha / beta): 10.74 / 3.94 eV
- Charge: +1
- ΔE to the lowest compared entry with this formula, charge and spin: 56.5 kcal per mole
- Strongest force on any atom: 3.650 eV Å⁻¹

=====

Record 2
Below is a structure of composition C34H34BClCuN2O2PS, with properties calculated with ωB97M-V/def2-TZVPD.

XYZ file:
```
77
Properties=species:S:1:pos:R:3:mulliken_charge:R:1
Cu -0.56 -1.96 -0.74 -1.288
Cl -2.96 -0.70 -1.68 -0.163
C -4.08 -1.06 -0.39 1.010
C -5.40 -0.67 -0.60 -0.711
C -6.34 -0.93 0.38 -0.436
C -5.97 -1.58 1.55 -0.891
C -4.65 -1.95 1.74 -0.061
C -3.68 -1.70 0.77 -0.709
P -1.96 -2.18 1.12 1.409
C -2.07 -3.84 1.84 0.609
C -2.16 -4.91 0.96 -0.597
C -2.28 -6.20 1.45 -0.661
C -2.31 -6.42 2.82 -0.473
C -2.21 -5.35 3.70 -0.806
C -2.10 -4.06 3.21 -0.060
C -1.45 -1.06 2.45 0.487
C -0.23 -1.31 3.07 -0.276
C 0.26 -0.42 4.01 -0.831
C -0.44 0.74 4.32 -0.594
C -1.65 0.99 3.68 -0.695
C -2.15 0.10 2.75 -0.566
H -5.67 -0.18 -1.52 0.457
H -7.37 -0.64 0.22 0.397
H -6.70 -1.79 2.32 0.428
H -4.37 -2.46 2.65 0.421
H -2.12 -4.75 -0.11 0.260
H -2.35 -7.03 0.76 0.415
H -2.40 -7.43 3.20 0.400
H -2.23 -5.53 4.76 0.420
H -2.03 -3.23 3.90 0.413
H 0.35 -2.19 2.83 0.498
H 1.21 -0.62 4.50 0.428
H -0.05 1.43 5.05 0.446
H -2.20 1.89 3.91 0.434
H -3.10 0.32 2.27 0.344
C -0.62 -0.19 -6.36 -1.475
C 0.35 -0.65 -5.33 0.838
C 1.63 -0.18 -5.17 -0.862
C 2.42 -0.72 -4.14 1.057
N 1.97 -1.68 -3.34 -0.365
C 0.73 -2.11 -3.48 0.037
S 0.05 -3.31 -2.46 -0.475
N -0.06 -1.60 -4.47 0.070
C 3.80 -0.24 -3.89 -1.204
H -0.16 0.55 -7.01 0.378
H -1.49 0.26 -5.88 0.354
H -0.95 -1.03 -6.97 0.389
H 2.01 0.59 -5.82 0.415
H -1.00 -1.98 -4.52 0.328
H 4.10 0.55 -4.57 0.362
H 4.49 -1.08 -3.98 0.355
H 3.87 0.12 -2.86 0.267
C 2.68 4.99 2.16 -1.594
C 3.58 4.51 1.02 2.131
C 4.83 3.84 1.60 -1.588
C 4.02 5.74 0.22 -2.167
C 2.81 3.50 0.17 0.231
C 2.53 3.72 -1.18 -0.195
C 1.82 2.81 -1.96 -1.852
C 1.40 1.66 -1.33 0.845
O 0.68 0.59 -1.84 0.505
B 0.53 -0.28 -0.78 0.343
O 1.12 0.21 0.37 0.103
C 1.67 1.42 0.01 0.430
C 2.37 2.32 0.78 -1.165
H 3.21 5.72 2.78 0.452
H 2.37 4.17 2.81 0.312
H 1.78 5.47 1.77 0.365
H 5.40 4.56 2.20 0.454
H 5.48 3.48 0.80 0.365
H 4.58 3.00 2.24 0.306
H 4.57 6.42 0.87 0.429
H 3.17 6.28 -0.19 0.435
H 4.68 5.47 -0.61 0.434
H 2.87 4.63 -1.65 0.499
H 1.61 3.00 -3.00 0.491
H 2.56 2.11 1.82 0.505
```

Computed properties:
- Spin multiplicity: 2
- LUMO energy (alpha / beta): -2.923 / -4.014 eV
- Total energy: -120845.5152 eV
- Frontier orbital gap (alpha / beta): 7.83 / 6.78 eV
- Charge: +1
- ΔE to the lowest compared entry with this formula, charge and spin: 9.1 kcal per mole
- Strongest force on any atom: 0.629 eV Å⁻¹

=====

Record 3
Below is a cluster of 2 separate species, C2H8O2 in total in a non-equilibrium geometry, with properties calculated with ωB97M-V/def2-TZVPD.

XYZ file:
```
12
Properties=species:S:1:pos:R:3:mulliken_charge:R:1
C -0.15 -1.76 -0.83 -0.468
O 1.11 -1.34 -0.29 -0.547
H -0.49 -1.00 -1.53 0.212
H 0.04 -2.74 -1.24 0.234
H -0.78 -1.84 0.08 0.200
H 1.11 -0.41 0.00 0.407
C -0.46 1.34 0.83 -0.666
O 0.63 1.33 -0.13 -0.582
H -1.35 0.84 0.48 0.266
H -0.82 2.36 0.79 0.348
H -0.03 1.13 1.80 0.295
H 1.19 2.09 0.05 0.302
```

Computed properties:
- Spin multiplicity: 1
- LUMO energy: 0.713 eV
- Total energy: -6297.3817 eV
- Frontier orbital gap: 10.24 eV
- ΔE to the lowest compared entry with this formula, charge and spin: 23.7 kcal per mole
- Strongest force on any atom: 2.573 eV Å⁻¹

=====

Record 4
Below is a cluster of 2 separate species, C5H13N3O in total in a non-equilibrium geometry, with properties calculated with ωB97M-V/def2-TZVPD.

XYZ file:
```
22
Properties=species:S:1:pos:R:3:mulliken_charge:R:1
C -1.30 1.75 -0.28 -1.409
C 0.04 1.18 0.14 1.006
O 0.62 1.54 1.16 -0.648
N 0.90 0.89 -1.10 -0.075
N 2.30 0.91 -0.89 -0.784
H -1.13 2.79 -0.56 0.400
H -1.75 1.20 -1.10 0.356
H -1.98 1.73 0.57 0.324
H 0.65 1.45 -1.91 0.267
H 2.60 -0.05 -0.73 0.252
H 2.45 1.39 0.00 0.307
C 0.13 -1.08 -1.04 -1.014
C -0.40 -1.03 0.25 0.804
C 0.44 -1.46 1.43 -1.278
N -1.82 -1.13 0.39 -0.552
H -0.55 -1.06 -1.88 0.291
H 1.10 -1.52 -1.24 0.326
H 0.24 -0.81 2.29 0.256
H 1.51 -1.36 1.22 0.291
H 0.24 -2.50 1.71 0.395
H -2.15 -0.74 1.26 0.218
H -2.15 -2.09 0.31 0.267
```

Computed properties:
- Spin multiplicity: 1
- LUMO energy: 0.424 eV
- Total energy: -11910.3139 eV
- Frontier orbital gap: 7.81 eV
- ΔE to the lowest compared entry with this formula, charge and spin: 99.2 kcal per mole
- Strongest force on any atom: 3.148 eV Å⁻¹

=====

Record 5
Below is a cluster of 8 separate species, C8H32O8 in total in a non-equilibrium geometry, with properties calculated with ωB97M-V/def2-TZVPD.

XYZ file:
```
48
Properties=species:S:1:pos:R:3:mulliken_charge:R:1
C 2.54 -3.75 0.87 -0.466
O 3.53 -2.92 1.42 -0.497
H 1.66 -3.54 1.48 0.188
H 2.30 -3.51 -0.17 0.193
H 2.81 -4.80 0.99 0.290
H 4.35 -3.10 0.94 0.290
C 5.09 1.70 -1.40 -0.575
O 3.87 2.40 -1.71 -0.477
H 5.44 1.29 -2.35 0.254
H 5.95 2.28 -1.06 0.297
H 4.93 0.91 -0.67 0.224
H 3.84 3.25 -1.26 0.285
C -5.09 3.43 0.26 -0.523
O -4.23 3.45 1.38 -0.488
H -5.73 4.29 0.43 0.234
H -4.49 3.65 -0.62 0.257
H -5.75 2.57 0.13 0.217
H -3.57 2.76 1.24 0.295
C -0.19 0.98 0.65 -0.563
O -1.48 0.40 0.63 -0.444
H -0.34 1.93 1.15 0.225
H 0.53 0.40 1.24 0.245
H 0.30 1.08 -0.32 0.266
H -1.45 -0.35 0.03 0.268
C 4.41 2.67 4.02 -0.448
O 4.93 3.90 3.46 -0.506
H 3.46 2.70 4.55 0.246
H 4.27 1.98 3.19 0.176
H 5.21 2.26 4.63 0.240
H 5.75 3.71 3.01 0.293
C -3.02 -3.08 -2.67 -0.481
O -2.16 -2.83 -1.57 -0.460
H -4.04 -2.97 -2.30 0.217
H -2.85 -2.29 -3.41 0.201
H -2.81 -4.06 -3.09 0.252
H -2.11 -3.63 -1.04 0.279
C -6.02 -1.26 2.09 -0.425
O -7.11 -2.15 2.05 -0.528
H -5.19 -1.74 2.60 0.219
H -5.65 -1.02 1.09 0.202
H -6.40 -0.33 2.52 0.239
H -7.88 -1.68 1.70 0.295
C 2.08 -1.27 -4.05 -0.377
O 2.07 0.11 -4.51 -0.534
H 1.34 -1.19 -3.25 0.152
H 1.74 -1.94 -4.84 0.250
H 3.06 -1.44 -3.63 0.206
H 2.12 0.75 -3.79 0.296
```

Computed properties:
- Spin multiplicity: 1
- LUMO energy: 0.270 eV
- Total energy: -25190.0787 eV
- Frontier orbital gap: 10.40 eV
- ΔE to the lowest compared entry with this formula, charge and spin: 108.8 kcal per mole
- Strongest force on any atom: 2.806 eV Å⁻¹

=====

Record 6
Below is a cluster of 13 separate species, C48H120BN8O24 in total in a non-equilibrium geometry, with properties calculated with ωB97M-V/def2-TZVPD.

XYZ file:
```
201
Properties=species:S:1:pos:R:3:mulliken_charge:R:1
O 0.39 1.10 -0.24 -0.618
C 0.14 -0.05 -0.21 1.056
O 0.14 -0.81 0.87 -0.491
B -0.16 -2.21 0.49 1.021
O -0.52 -2.14 -0.95 -0.868
C -0.28 -0.94 -1.40 0.405
O -0.36 -0.61 -2.53 -0.713
O -1.14 -2.80 1.39 -0.168
C -0.67 -3.96 1.82 0.402
O -1.30 -4.70 2.48 -0.198
C 0.81 -4.08 1.39 0.762
O 1.07 -3.04 0.60 -0.717
O 1.51 -5.04 1.51 -0.776
C 0.65 2.59 -3.90 -0.972
O 1.36 1.57 -3.25 0.118
H 0.26 2.30 -4.90 0.275
H -0.24 2.92 -3.35 0.476
H 1.28 3.46 -4.12 0.209
H 0.79 0.83 -2.99 -0.245
C -0.36 -5.58 -1.59 -0.352
O -0.15 -6.87 -0.99 -0.493
H -1.11 -5.05 -1.01 0.038
H 0.58 -5.02 -1.55 0.194
H -0.72 -5.72 -2.61 0.389
H 0.79 -7.08 -1.05 0.288
C 0.99 3.10 2.41 0.180
O 0.99 4.47 2.86 -0.682
H 1.16 3.09 1.34 -0.277
H 1.86 2.61 2.86 0.113
H 0.07 2.61 2.70 0.187
H 0.99 5.02 2.06 0.307
C -4.79 -5.52 3.08 -0.416
O -4.22 -6.21 4.20 -0.437
H -5.50 -6.17 2.57 0.347
H -5.43 -4.73 3.51 0.246
H -4.08 -4.99 2.45 -0.029
H -4.66 -7.06 4.29 0.276
C -9.93 3.85 -0.63 -0.777
O -8.83 3.66 0.16 -0.308
C -7.87 2.86 -0.52 -0.406
C -6.56 2.91 0.22 -0.587
N -6.40 1.90 1.26 -0.446
C -6.39 0.53 0.75 -0.465
C -5.35 -0.30 1.46 -0.585
O -4.12 0.38 1.50 -0.380
C -2.97 -0.44 1.30 -0.555
H -10.40 2.89 -0.88 0.301
H -9.82 4.46 -1.53 0.301
H -10.74 4.34 -0.06 0.279
H -7.73 3.22 -1.54 0.362
H -8.24 1.82 -0.62 0.282
H -6.44 3.86 0.73 0.391
H -5.77 2.79 -0.54 0.301
H -5.52 2.08 1.73 0.300
H -6.08 0.56 -0.31 0.335
H -7.36 0.04 0.78 0.255
H -5.28 -1.29 1.00 0.381
H -5.64 -0.50 2.50 0.310
H -2.73 -0.91 2.27 0.283
H -2.15 0.19 0.98 -0.030
H -3.14 -1.33 0.68 0.319
C -4.59 9.84 -2.56 -0.675
O -3.86 9.16 -3.54 -0.310
C -3.85 7.77 -3.34 -0.418
C -2.88 7.11 -4.31 -0.529
N -3.24 5.71 -4.50 -0.353
C -2.32 5.07 -5.43 -0.614
C -2.63 3.60 -5.66 -0.391
O -2.46 2.96 -4.42 -0.016
C -2.55 1.56 -4.49 -0.888
H -4.50 10.90 -2.78 0.263
H -4.18 9.66 -1.55 0.244
H -5.64 9.53 -2.49 0.291
H -4.86 7.34 -3.48 0.360
H -3.57 7.56 -2.29 0.238
H -1.86 7.27 -3.94 0.213
H -2.99 7.62 -5.27 0.377
H -3.13 5.25 -3.60 0.259
H -1.28 5.13 -5.06 0.264
H -2.40 5.58 -6.40 0.411
H -1.98 3.26 -6.48 0.165
H -3.66 3.53 -6.03 0.360
H -2.19 1.06 -3.59 0.124
H -1.87 1.16 -5.26 0.325
H -3.56 1.21 -4.75 0.364
C 2.69 -1.45 -3.67 -0.282
O 3.12 -1.11 -4.99 -0.443
C 4.17 -0.17 -5.07 -0.696
C 3.69 1.10 -5.73 0.429
N 4.83 2.06 -5.87 -0.490
C 4.34 3.43 -6.07 -0.376
C 3.40 3.57 -7.23 -0.912
O 2.07 3.34 -6.79 -0.016
C 1.20 3.31 -7.84 -0.614
H 1.76 -1.99 -3.79 0.185
H 2.47 -0.56 -3.07 0.025
H 3.47 -2.07 -3.22 0.451
H 4.98 -0.61 -5.68 0.337
H 4.65 0.00 -4.09 0.206
H 2.91 1.53 -5.10 -0.379
H 3.23 0.85 -6.69 0.227
H 5.23 1.96 -4.94 0.308
H 5.22 4.04 -6.28 0.447
H 3.92 3.85 -5.15 0.140
H 3.69 2.85 -8.00 0.432
H 3.40 4.58 -7.66 0.526
H 1.32 2.41 -8.49 0.335
H 1.32 4.17 -8.52 0.346
H 0.16 3.16 -7.56 -0.063
C 1.14 9.39 1.04 -0.780
O 0.79 8.38 0.11 -0.364
C -0.37 7.66 0.51 -0.660
C -0.40 6.30 -0.16 -0.451
N 0.94 5.70 -0.04 0.288
C 1.14 4.63 -0.98 -0.991
C 2.57 4.10 -0.95 -0.342
O 3.51 5.07 -1.28 -0.407
C 4.22 5.57 -0.16 -0.636
H 2.05 9.86 0.69 0.249
H 1.32 8.92 2.01 0.327
H 0.35 10.15 1.08 0.298
H -1.19 8.29 0.16 0.344
H -0.42 7.59 1.60 0.403
H -0.77 6.33 -1.19 0.218
H -1.06 5.71 0.49 0.312
H 1.67 6.39 -0.14 0.157
H 1.03 4.92 -2.03 0.690
H 0.46 3.82 -0.71 0.489
H 2.56 3.31 -1.71 -0.003
H 2.76 3.53 -0.04 0.255
H 3.63 6.33 0.37 0.154
H 5.14 6.04 -0.50 0.256
H 4.49 4.78 0.54 0.303
C 6.65 -0.82 -0.39 -1.832
C 5.34 -1.30 0.19 0.836
C 5.40 -2.69 0.80 -0.100
O 6.55 -2.80 1.62 -0.422
C 6.72 -4.11 2.11 -0.678
N 4.94 -0.34 1.24 -0.532
H 7.09 -1.56 -1.08 0.394
H 7.40 -0.60 0.37 0.394
H 6.59 0.12 -0.94 0.421
H 4.63 -1.31 -0.65 -0.222
H 5.45 -3.47 0.03 0.714
H 4.51 -2.77 1.44 -0.070
H 5.83 -4.48 2.64 0.133
H 7.50 -4.13 2.88 0.275
H 7.04 -4.79 1.31 0.351
H 3.96 -0.54 1.41 0.070
H 5.01 0.61 0.92 0.224
C 3.32 -5.10 4.94 -0.841
C 2.12 -6.03 5.10 0.140
C 0.80 -5.31 5.27 -0.133
O -0.22 -6.25 5.57 -0.383
C -1.41 -5.59 5.84 -0.492
N 2.11 -7.06 4.02 -0.505
H 3.36 -4.62 3.95 -0.090
H 4.27 -5.61 5.09 0.446
H 3.25 -4.20 5.56 0.146
H 2.27 -6.63 6.01 0.267
H 0.50 -4.68 4.42 -0.250
H 0.85 -4.59 6.10 0.548
H -1.34 -4.82 6.63 0.325
H -2.16 -6.28 6.22 0.197
H -1.81 -5.15 4.93 0.036
H 2.99 -7.54 4.12 0.300
H 2.10 -6.49 3.15 0.137
C 3.90 -1.62 6.34 -1.840
C 3.69 -1.40 4.83 1.582
C 2.45 -0.55 4.61 -0.100
O 1.37 -1.14 5.28 -0.298
C 0.15 -0.64 4.81 -0.475
N 4.93 -0.80 4.35 -0.567
H 3.98 -0.66 6.85 0.469
H 4.83 -2.18 6.43 0.415
H 3.05 -2.14 6.78 0.333
H 3.58 -2.36 4.33 -0.652
H 2.28 -0.59 3.52 -0.067
H 2.63 0.51 4.86 0.307
H -0.02 -0.73 3.74 -0.054
H 0.10 0.43 5.07 0.340
H -0.68 -1.13 5.32 0.320
H 4.98 -0.74 3.33 0.133
H 5.08 0.13 4.73 0.289
C -2.71 -7.71 1.17 -1.195
C -1.99 -8.26 2.39 1.185
C -1.75 -9.75 2.25 -1.025
O -1.17 -10.21 3.42 -0.232
C -1.09 -11.62 3.48 -0.803
N -0.67 -7.54 2.51 -0.305
H -2.66 -6.62 1.10 0.063
H -3.78 -8.03 1.23 0.413
H -2.49 -8.12 0.18 0.323
H -2.47 -7.99 3.33 0.047
H -1.26 -10.02 1.30 0.377
H -2.75 -10.21 2.10 0.353
H -2.01 -12.07 3.90 0.278
H -0.32 -11.84 4.23 0.226
H -0.96 -12.08 2.50 0.316
H -0.99 -6.57 2.48 -0.260
H -0.28 -7.53 1.55 0.307
```

Computed properties:
- Spin multiplicity: 1
- LUMO energy: 1.878 eV
- Total energy: -113457.1390 eV
- Frontier orbital gap: 7.88 eV
- Charge: -1
- ΔE to the lowest compared entry with this formula, charge and spin: 0.0 kcal per mole
- Strongest force on any atom: 2.822 eV Å⁻¹

=====

Record 7
Below is an isolated molecule of C25H25N3O5S in a non-equilibrium geometry, with properties calculated with ωB97M-V/def2-TZVPD.

XYZ file:
```
59
Properties=species:S:1:pos:R:3:mulliken_charge:R:1
C -0.69 3.52 5.99 -1.118
C -0.44 3.78 4.51 -0.259
O 0.36 2.75 3.93 -0.349
C -0.28 1.64 3.55 0.380
O -1.48 1.48 3.65 -0.677
C 0.63 0.63 2.96 0.473
C 1.97 0.90 2.71 -0.874
C 2.77 -0.05 2.11 -0.622
C 2.25 -1.30 1.76 1.257
N 3.10 -2.22 1.10 -0.187
C 2.64 -3.53 0.88 -0.445
S 1.49 -3.64 -0.61 -0.135
C 1.46 -1.92 -1.01 0.824
C 0.30 -1.29 -1.30 0.510
C -0.94 -1.94 -1.22 -0.912
N -1.96 -2.46 -1.13 -0.712
C 0.35 0.18 -1.67 1.357
C -0.93 0.60 -2.36 -0.496
C -1.07 0.65 -3.73 -0.402
C -2.28 0.97 -4.31 -1.072
C -3.39 1.23 -3.51 0.530
O -4.55 1.53 -4.16 -0.482
C -5.71 1.76 -3.41 -0.810
C -3.26 1.18 -2.12 -0.237
C -2.04 0.87 -1.55 -0.043
O -1.82 0.82 -0.20 -0.128
C -2.91 1.03 0.67 -0.849
C 1.63 0.40 -2.47 -0.898
C 2.82 -0.02 -1.63 0.609
O 3.84 0.62 -1.52 -0.651
N 2.67 -1.24 -1.01 0.330
C 3.71 -1.70 -0.10 -1.456
C 0.92 -1.58 2.04 -0.264
C 0.12 -0.62 2.63 -0.781
H 0.25 3.41 6.52 0.301
H -1.28 2.61 6.12 0.313
H -1.24 4.36 6.42 0.385
H -1.39 3.84 3.97 0.297
H 0.14 4.70 4.37 0.323
H 2.38 1.86 2.98 0.455
H 3.81 0.17 1.92 0.405
H 2.09 -3.92 1.74 0.459
H 3.48 -4.19 0.66 0.440
H 0.42 0.75 -0.73 0.113
H -0.23 0.44 -4.37 0.354
H -2.40 1.01 -5.38 0.439
H -5.61 2.64 -2.76 0.317
H -6.50 1.95 -4.14 0.242
H -5.98 0.89 -2.81 0.328
H -4.11 1.38 -1.50 0.536
H -3.67 0.26 0.54 0.390
H -3.36 2.02 0.52 0.369
H -2.50 0.98 1.68 0.005
H 1.63 -0.22 -3.37 0.441
H 1.75 1.44 -2.76 0.405
H 4.36 -0.84 0.09 0.375
H 4.31 -2.49 -0.57 0.302
H 0.47 -2.53 1.78 0.213
H -0.92 -0.83 2.83 0.384
```

Computed properties:
- Spin multiplicity: 1
- LUMO energy: 0.162 eV
- Total energy: -51873.7436 eV
- Frontier orbital gap: 8.25 eV
- ΔE to the lowest compared entry with this formula, charge and spin: 85.5 kcal per mole
- Strongest force on any atom: 1.190 eV Å⁻¹

=====

Record 8
Below is a cluster of 2 separate species, C7H13N2O in total in a non-equilibrium geometry, with properties calculated with ωB97M-V/def2-TZVPD.

XYZ file:
```
23
Properties=species:S:1:pos:R:3:mulliken_charge:R:1
C -4.45 -0.80 0.25 -0.599
C -3.28 -0.75 -0.42 -0.319
C 1.35 1.82 -0.68 -0.396
C -2.34 0.17 -0.17 0.421
C 2.30 -1.64 -0.53 -0.920
C 1.40 -0.27 1.40 -1.133
C 1.65 0.56 -0.87 -0.061
N -1.43 0.76 0.25 0.201
N 1.57 -0.50 0.00 0.180
O 0.83 2.43 0.45 -0.579
H -5.14 -1.43 -0.06 0.359
H -4.57 -0.07 1.14 0.240
H -3.06 -1.37 -1.34 0.308
H 1.39 2.50 -1.51 0.292
H 2.16 -2.54 0.14 0.358
H 2.07 -1.69 -1.61 0.265
H 3.45 -1.47 -0.48 0.335
H 2.28 -0.80 1.88 0.454
H 1.70 0.74 1.71 0.333
H 0.38 -0.64 1.64 0.277
H 1.95 0.39 -1.87 0.254
H -0.66 1.26 0.60 0.382
H 0.46 3.33 0.10 0.349
```

Computed properties:
- Spin multiplicity: 1
- LUMO energy: -5.358 eV
- Total energy: -12486.3309 eV
- Frontier orbital gap: 5.33 eV
- Charge: +1
- ΔE to the lowest compared entry with this formula, charge and spin: 131.6 kcal per mole
- Strongest force on any atom: 6.681 eV Å⁻¹